No. 1
C37H118N32O19 | the ωB97M-V functional and the def2-TZVPD basis

Results
Gap between HOMO and LUMO: 0.30426 Ha
Molar mass: 1315.6 u
Highest occupied orbital energy: -0.3139 Ha
LUMO: -0.26 eV

```
! wB97M-V def2-TZVPD RIJCOSX def2/J DEFGRID3
* xyz 0 1
C 16.33067 33.18133 11.82688
C 15.53560 32.31517 10.85943
C 14.72331 31.24656 11.58893
O 15.56615 30.53447 12.46523
C 14.85078 29.62760 13.27414
N 14.67419 33.15190 10.00993
H 15.73568 34.03611 12.17007
H 17.30272 33.57550 11.53439
H 16.46927 32.70603 12.80376
H 16.21610 31.69343 10.26173
H 14.18288 30.57224 10.91552
H 13.97680 31.77707 12.20930
H 14.38888 30.26196 14.04148
H 15.52947 28.94384 13.78169
H 14.13656 28.98504 12.74925
H 13.84962 32.63043 9.68752
H 15.17888 33.28750 9.13723
C 16.60628 31.55874 6.30102
C 15.29023 30.92058 6.77637
C 14.48084 30.30060 5.62921
O 13.93102 31.31169 4.79355
C 12.81562 30.80728 4.04367
N 15.67105 29.86988 7.79185
H 17.09261 30.84446 5.63046
H 17.25585 31.82722 7.12626
H 16.36621 32.44349 5.70404
H 14.62308 31.63367 7.27329
H 13.72974 29.58857 5.98946
H 15.22682 29.73335 5.04899
H 13.09991 30.45929 3.04781
H 12.19235 31.69316 3.90728
H 12.30082 30.01687 4.58364
H 15.71907 30.34607 8.68849
H 14.86338 29.24021 7.78356
C 14.81236 29.14475 0.13614
C 15.55422 30.23587 -0.62668
C 15.92600 31.37658 0.33413
O 16.82610 32.31832 -0.22610
C 16.12923 33.35595 -0.88872
N 16.82635 29.56986 -1.12495
H 14.36549 28.42850 -0.54582
H 13.91809 29.58065 0.60390
H 15.35242 28.66602 0.95127
H 14.95598 30.50610 -1.49449
H 16.52997 30.89968 1.11875
H 15.09289 31.75750 0.93345
H 15.45210 32.92423 -1.64216
H 16.77260 34.11340 -1.33474
H 15.45603 33.91179 -0.21646
H 17.11488 30.27401 -1.81553
H 17.45991 29.78663 -0.35187
C 6.14598 31.57928 5.81699
C 6.76965 30.78009 6.95273
C 8.13975 30.27902 6.54814
O 8.69174 29.54015 7.63014
C 9.57340 28.57334 7.12206
N 6.89106 31.76110 8.07386
H 6.73060 32.43964 5.47081
H 5.16958 31.99682 6.06325
H 6.03052 31.00646 4.88991
H 6.14575 29.94220 7.26126
H 8.82880 31.09990 6.29545
H 8.05257 29.69216 5.62609
H 10.40437 28.31950 7.78358
H 10.10315 28.78070 6.18163
H 9.04681 27.64018 6.88509
H 7.41093 32.55974 7.71073
H 7.58026 31.30116 8.67656
C 13.56958 38.45003 2.67338
C 13.27970 36.96022 2.81102
C 14.56307 36.18888 3.14114
O 14.49508 34.92116 2.47908
C 15.00421 33.86824 3.29979
N 12.11081 36.76040 3.68990
H 12.67309 39.03987 2.47961
H 14.17348 38.60380 1.77078
H 14.11893 38.94387 3.47890
H 12.99588 36.64198 1.80143
H 14.69156 36.04228 4.21709
H 15.42046 36.74576 2.75463
H 16.09564 33.86789 3.24498
H 14.69979 32.93885 2.80942
H 14.59865 33.80671 4.30829
H 12.45840 36.72331 4.65134
H 11.89307 35.76633 3.55308
C 12.61492 25.80078 2.86962
C 12.11590 26.70464 3.99350
C 10.63454 27.03597 3.83804
O 10.40197 28.34826 3.34188
C 9.02499 28.59841 3.10926
N 12.48540 26.13204 5.31149
H 12.13902 26.08768 1.93115
H 12.46948 24.73126 3.02337
H 13.68730 25.96285 2.75650
H 12.69310 27.63622 4.06063
H 10.14705 26.93924 4.82162
H 10.14513 26.24953 3.25042
H 8.88939 29.67445 3.00611
H 8.42638 28.32015 3.98345
H 8.67977 28.04774 2.23223
H 12.11024 26.73878 6.03635
H 13.49502 26.14338 5.41588
C 13.61232 34.70402 6.96548
O 14.82012 34.75066 7.31931
N 12.88438 35.91195 6.90498
N 12.92068 33.62707 6.44156
H 13.47283 36.67653 7.19177
H 11.88529 35.87046 6.96387
H 12.04208 33.85316 5.98355
H 13.44887 32.78746 6.25533
C 18.16572 35.46367 9.02764
O 19.31978 35.26666 9.50862
N 17.60748 34.64399 8.06315
N 17.39796 36.59472 9.32183
H 18.15658 33.91028 7.66304
H 16.60408 34.73504 7.97470
H 16.82931 37.03730 8.62814
H 17.86641 37.19977 9.97619
C 9.57166 34.14834 4.54721
O 10.79915 34.05008 4.76239
N 8.81012 34.99722 5.31877
N 8.88548 33.49313 3.54666
H 9.21595 35.63398 5.97875
H 7.86127 35.25297 5.10959
H 8.22412 34.14009 3.15120
H 9.55627 32.92041 3.00491
C 16.27853 26.54405 11.08796
O 15.63606 25.51266 11.37587
N 17.26223 26.98185 11.94526
N 16.17566 27.23725 9.92263
H 17.32202 26.55778 12.85027
H 17.76142 27.85442 11.84634
H 16.70325 28.10019 9.83181
H 15.48842 26.97000 9.23375
C 18.93342 29.46328 9.41851
O 18.07673 29.26985 10.32023
N 20.29646 29.31744 9.63068
N 18.61258 29.75855 8.11636
H 20.58351 29.17492 10.58150
H 20.99730 29.44214 8.92924
H 17.63011 29.94678 7.91950
H 19.32350 29.81354 7.40887
C 19.95279 29.23176 4.48963
O 20.41666 29.45658 5.63174
N 18.65381 28.79142 4.30448
N 20.71618 29.37474 3.34605
H 18.35327 28.63860 3.36402
H 18.10716 28.62923 5.13622
H 21.65830 29.66562 3.53051
H 20.35478 28.95503 2.51422
C 11.05374 32.83358 0.93752
O 10.16819 32.12672 1.47386
N 11.12431 33.11064 -0.41104
N 11.94190 33.55837 1.69649
H 11.82984 33.78290 -0.65029
H 10.49938 32.84785 -1.14595
H 12.68332 34.11848 1.31160
H 11.87569 33.50582 2.70356
C 11.98558 28.65969 -0.17082
O 12.27714 27.46986 -0.21640
N 11.33520 29.30437 0.85551
N 12.31373 29.52874 -1.22021
H 11.14442 30.28874 0.86611
H 11.10508 28.67836 1.64009
H 12.10012 30.50217 -1.28851
H 12.82316 29.13424 -1.99191
C 16.37137 26.64178 5.21170
O 15.49202 27.03802 4.40152
N 17.14951 25.52012 4.94310
N 16.70670 27.29206 6.38754
H 17.98725 25.35025 5.46489
H 16.98998 24.99678 4.10448
H 17.21710 26.79720 7.09601
H 16.08002 28.02338 6.70610
C 13.19505 27.46397 9.11881
O 14.01394 27.57789 8.19007
N 12.41968 28.50237 9.61166
N 12.92911 26.27116 9.73810
H 12.49019 29.36526 9.09264
H 11.81600 28.41211 10.39684
H 12.27026 26.20441 10.48765
H 13.41420 25.40135 9.59690
C 20.26668 32.88406 6.20521
O 19.25034 33.35483 5.64483
N 21.33662 32.43453 5.45089
N 20.39636 32.67087 7.56310
H 21.19673 32.62230 4.44993
H 21.88168 31.68799 5.83216
H 19.73849 32.93578 8.27111
H 21.28241 32.29147 7.82922
C 11.31560 31.94599 9.20973
O 12.47451 31.50736 8.99276
N 10.75392 32.88176 8.37615
N 10.53397 31.41405 10.20187
H 10.00699 33.40000 8.81073
H 11.27964 33.23649 7.58783
H 9.55498 31.60503 10.27363
H 11.05392 30.87146 10.86490
C 19.65530 32.49348 2.17582
O 20.75961 32.76071 2.66473
N 19.43691 32.30931 0.81201
N 18.49010 32.45327 2.93142
H 20.16355 32.45912 0.14273
H 18.45627 32.31400 0.56086
H 18.65746 32.47471 3.93382
H 17.62891 32.19453 2.50747
*
```

---

No. 2
C39H59NO2P2PtSi | the ωB97M-V functional and the def2-TZVPD basis

Results
Energy above the lowest of the compared OMol25 structures with the same formula, charge and spin: 1.330 eV
Gap between HOMO and LUMO: 0.24549 Ha
Molar mass: 859.0 u
Highest occupied orbital energy: -0.2377 Ha
LUMO: 0.21 eV

```
! wB97M-V def2-TZVPD RIJCOSX def2/J DEFGRID3
* xyz 0 1
Pt 0.24284 -1.22225 1.15630
C 3.58864 0.04811 2.66250
Si 1.91787 0.27731 1.79754
C 2.34404 1.06259 0.08903
C 2.92092 2.33149 0.02805
C 3.13168 2.97909 -1.17959
C 2.77321 2.35217 -2.36416
C 2.22755 1.07732 -2.32923
C 2.01806 0.42174 -1.11430
P 1.32348 -1.26816 -1.00072
C 2.78495 -2.40078 -1.27027
C 3.75008 -1.99559 -2.41008
C 5.19515 -2.44686 -2.13336
C 5.20133 -3.78791 -1.40998
C 4.61594 -3.62070 -0.00038
C 3.55488 -2.51074 0.05031
C 0.18491 -1.56207 -2.44209
C 0.76259 -1.87274 -3.82640
C -0.39178 -2.13160 -4.79922
C -1.35089 -0.92372 -4.90929
C -1.02671 0.16392 -3.88334
C -0.88636 -0.43677 -2.48658
C 0.98553 1.59892 2.81067
C 1.65599 2.35014 3.77699
C 0.98282 3.22240 4.61851
C -0.39368 3.34081 4.52022
C -1.08140 2.60319 3.56594
C -0.40646 1.73463 2.70965
P -1.22187 0.80005 1.35973
C -1.73787 2.17050 0.19023
C -0.47692 2.85115 -0.35642
C -0.82984 3.84286 -1.46423
C -1.83198 4.88277 -0.96585
C -3.07765 4.19346 -0.41150
C -2.70683 3.22820 0.71798
C -2.80705 0.00623 1.96325
C -3.67593 0.63764 3.05795
C -5.06713 -0.03242 3.12452
C -5.05343 -1.44048 2.53594
C -4.73282 -1.37510 1.03747
C -3.65504 -0.31711 0.72562
H 4.23109 0.90952 2.47302
H 4.10124 -0.84466 2.30762
H 3.44955 -0.05835 3.74015
H 3.17500 2.83497 0.95674
H 3.56101 3.97357 -1.19825
H 2.92339 2.84827 -3.31518
H 1.96150 0.59702 -3.26140
H 2.33973 -3.37726 -1.49604
H 3.74799 -0.91568 -2.54430
H 3.41793 -2.44329 -3.34882
H 5.70946 -1.70248 -1.51903
H 5.73954 -2.51406 -3.07762
H 6.21265 -4.19465 -1.35588
H 4.59853 -4.49740 -1.98544
H 5.41356 -3.37372 0.70472
H 4.17845 -4.56261 0.33591
H 4.03328 -1.54247 0.22626
H 2.87064 -2.70233 0.87591
H -0.31000 -2.48717 -2.12016
H 1.38810 -2.76444 -3.77007
H 1.38913 -1.06143 -4.19892
H -0.93966 -3.00865 -4.44432
H 0.01293 -2.38944 -5.77930
H -2.37851 -1.25716 -4.74531
H -1.31369 -0.49727 -5.91317
H -1.81987 0.91515 -3.87889
H -0.10552 0.68228 -4.15915
H -1.85626 -0.84599 -2.18813
H -0.64093 0.35098 -1.76764
H 2.73074 2.24926 3.87411
H 1.52749 3.79939 5.35567
H -0.93810 4.00233 5.18235
H -2.15416 2.70203 3.52020
H -2.22246 1.65007 -0.64586
H 0.22115 2.10337 -0.73659
H 0.02611 3.38024 0.45961
H -1.26372 3.29914 -2.31080
H 0.08090 4.32827 -1.82251
H -2.10543 5.56553 -1.77330
H -1.36781 5.47617 -0.17142
H -3.57185 3.63926 -1.21668
H -3.79021 4.93384 -0.04081
H -3.61381 2.77184 1.12032
H -2.22499 3.79612 1.51565
H -2.41335 -0.93280 2.35668
H -3.82640 1.70250 2.88278
H -3.16385 0.53430 4.01581
H -5.79424 0.56223 2.56329
H -5.40680 -0.05966 4.16065
H -6.02571 -1.91566 2.67504
H -4.31742 -2.05085 3.06685
H -5.64518 -1.12235 0.49273
H -4.42268 -2.36128 0.68067
H -4.13330 0.60409 0.38171
H -3.00844 -0.65856 -0.08926
N -1.37588 -2.95812 0.94077
C -1.30075 -3.79082 2.15070
C 0.15815 -3.91952 2.66630
O 0.37415 -4.77726 3.51016
O 1.00244 -3.12330 2.13254
H -2.33784 -2.74654 0.70252
H -0.96754 -3.46177 0.16248
H -1.68828 -4.79883 1.99410
H -1.88202 -3.32566 2.94881
*
```

---

No. 3
C21H47OP3ScSe | the ωB97M-V functional and the def2-TZVPD basis

Results
Energy above the lowest of the compared OMol25 structures with the same formula, charge and spin: 0.680 eV
Gap between HOMO and LUMO: 0.23171 Ha
Molar mass: 532.4 u
Highest occupied orbital energy: -0.6048 Ha
LUMO: -10.15 eV

```
! wB97M-V def2-TZVPD RIJCOSX def2/J DEFGRID3
* xyz 3 1
Sc -0.21061 -0.64529 0.52942
P 0.24493 1.93071 1.89612
P -2.60043 0.67510 0.34156
P 2.30462 0.02889 0.06484
H -1.43672 -2.69648 -3.70620
C -0.60347 -3.14045 -3.16801
C -0.36456 -2.82950 -1.85882
H -1.07901 -2.12808 -1.42389
C 0.35085 3.53852 1.06459
C -1.01249 2.45555 3.09799
C 1.71704 2.15401 2.96041
C -3.51700 -0.18100 -0.99234
C -3.80682 0.27528 1.68285
C -3.14814 2.39175 -0.03464
C 2.96871 -1.02446 -1.29897
C 3.46330 -0.59318 1.35331
C 3.16408 1.55923 -0.53438
H -0.15673 -3.88107 -3.88591
H 0.35286 -3.36187 -1.23600
H 0.44073 4.30830 1.83824
H -0.54795 3.71541 0.47092
H 1.22725 3.58002 0.41152
H -0.65258 3.38972 3.54057
H -1.14249 1.70673 3.88340
H -1.97009 2.62223 2.59017
H 1.47280 2.93031 3.69944
H 2.57632 2.47280 2.35761
H 1.97254 1.22112 3.48001
H -4.58093 0.06709 -0.88992
H -3.41080 -1.27084 -0.91832
H -3.14031 0.15403 -1.96854
H -4.80086 0.64320 1.37759
H -3.54022 0.73066 2.64669
H -3.85170 -0.81587 1.82364
H -4.24640 2.39721 -0.03605
H -2.77813 2.69899 -1.01683
H -2.80977 3.14760 0.68127
H 4.06480 -0.92732 -1.24912
H 2.62443 -0.64553 -2.26810
H 2.66762 -2.07390 -1.17517
H 4.30444 -1.07340 0.83042
H 2.97859 -1.35012 1.99195
H 3.83566 0.21911 1.98585
H 4.12228 1.21614 -0.95981
H 3.37208 2.29475 0.25261
H 2.58470 2.06539 -1.32548
C 0.13526 1.05386 -4.05124
C -0.32966 -0.19119 -4.50804
C -0.06008 -0.61520 -5.81773
C 0.73697 0.19090 -6.64930
C 1.18696 1.41543 -6.17745
C 0.88450 1.91974 -4.89421
Se 0.05816 1.38214 -2.08485
H 0.88513 0.11213 -2.26839
H -0.81782 -0.82965 -3.74831
H -0.47166 -1.54907 -6.20821
H 0.99306 -0.13766 -7.65763
H 1.80362 2.05480 -6.81866
H 1.21492 2.92586 -4.55750
C 0.99636 -3.72767 2.74483
C -0.04211 -2.91056 1.93438
O -0.11185 -1.49322 2.37599
C -0.24783 -1.24945 3.87876
C -1.66245 -1.49867 4.31813
H 2.00356 -3.28533 2.68889
H 1.03971 -4.72540 2.30346
H 0.69052 -3.80875 3.79125
H 0.25798 -2.92960 0.83164
H -1.06445 -3.32473 2.01405
H 0.04417 -0.20605 3.98872
H 0.51518 -1.89249 4.30934
H -1.96533 -2.53314 4.16490
H -1.74501 -1.30234 5.38667
H -2.33028 -0.79613 3.80404
*
```

---

No. 4
C4H15N2OS | the ωB97M-V functional and the def2-TZVPD basis

Results
Energy above the lowest of the compared OMol25 structures with the same formula, charge and spin: 0.843 eV
Gap between HOMO and LUMO: 0.34872 Ha
Molar mass: 139.2 u
Highest occupied orbital energy: -0.4684 Ha
LUMO: -3.26 eV

```
! wB97M-V def2-TZVPD RIJCOSX def2/J DEFGRID3
* xyz 1 1
C -0.50016 -0.05179 -1.41908
C -0.58371 1.30609 -2.09453
S 0.34985 1.15983 -3.68228
N -1.45046 -0.10652 -0.23834
H 0.47825 -0.29469 -1.01520
H -0.81276 -0.83534 -2.10553
H -0.14678 2.08268 -1.47005
H -1.62044 1.53933 -2.32939
H 0.09064 2.43533 -4.02907
H -1.15332 -0.85774 0.46418
H -2.40520 -0.29385 -0.55619
H -1.47255 0.76843 0.26934
C 1.44220 -0.00289 4.03812
N 0.46533 -0.19899 2.95520
C 0.69054 -1.41053 2.20689
O -0.54643 -1.85465 1.60994
H 1.35889 -0.86391 4.70009
H 1.16945 0.88213 4.60435
H 2.47792 0.07867 3.70445
H 0.51281 0.59642 2.32671
H 1.40935 -1.33371 1.38742
H 1.03979 -2.17593 2.89854
H -1.16858 -1.94936 2.35996
*
```